Entry one
Entry from OMol25: a cluster of 2 separate species, C5H13NOS in total (the ωB97M-V functional and the def2-TZVPD basis).

Calculated values
HOMO level   -8.17 eV
LUMO energy   0.50 eV
Kohn-Sham gap   0.318 hartree
Total charge   0

Each line ends with the natural charge from an NBO analysis.
Cartesian coordinates (Å):
C  -0.701  -1.101  1.542  -0.6067
C  1.276  0.491  1.001  -0.6111
C  -0.913  1.397  1.389  -0.5985
C  -0.756  0.386  -0.663  0.5032
C  -0.267  0.170  0.769  -0.1578
N  0.923  -0.888  -3.153  -0.8576
O  -0.139  1.040  -1.512  -0.6580
S  -0.104  -2.114  -2.138  -0.4020
H  -0.643  -2.052  0.900  0.2338
H  0.134  -1.132  2.239  0.2139
H  -1.564  -1.104  2.095  0.2104
H  1.693  1.318  0.350  0.2329
H  1.270  0.690  2.092  0.2053
H  1.895  -0.391  0.887  0.2112
H  -1.964  1.403  1.279  0.2048
H  -0.615  2.298  0.952  0.2176
H  -0.826  1.445  2.428  0.2138
H  -1.741  0.170  -0.871  0.1364
H  1.662  -1.411  -2.847  0.4426
H  0.586  -0.699  -4.059  0.4163
H  0.794  0.085  -2.679  0.4494

---

Entry two
Entry from OMol25: a structure of composition C5H13NOS (the ωB97M-V functional and the def2-TZVPD basis).

Calculated values
HOMO level   -7.82 eV
LUMO energy   -3.41 eV
Kohn-Sham gap   0.162 hartree
Total charge   0

Each line ends with the natural charge from an NBO analysis.
Cartesian coordinates (Å):
C  1.573  0.415  1.081  -0.4091
C  1.898  -0.934  1.672  -0.5542
S  0.338  -1.730  2.295  -0.1865
C  0.890  0.205  -0.261  -0.3121
N  -0.073  1.262  -0.705  -0.1210
C  -1.474  1.172  -0.092  -0.3276
C  -2.564  0.997  -1.229  -0.0609
O  -3.799  0.566  -0.729  -0.7032
H  2.632  0.892  0.999  0.2153
H  0.965  1.065  1.800  0.2355
H  2.345  -1.605  0.835  0.2102
H  2.658  -0.818  2.511  0.2540
H  1.897  -2.479  -2.209  -0.0006
H  2.528  -2.659  -1.777  0.0006
H  0.194  -0.617  0.040  0.2372
H  1.670  0.006  -1.015  0.2292
H  -1.580  2.107  0.565  0.2409
H  -1.569  0.312  0.561  0.2032
H  -1.940  0.260  -1.845  0.1735
H  -2.760  2.000  -1.814  0.1946
H  -3.829  -0.417  -0.681  0.4810

---

entry one ends up most stable, edging out the next structure by 107.9 kcal/mol.

---

Entry one
Entry from OMol25: the molecule C7H9N (the ωB97M-V functional and the def2-TZVPD basis).

Calculated values
HOMO level   -8.03 eV
LUMO energy   1.07 eV
Kohn-Sham gap   0.334 hartree
Total charge   0

Each line ends with the natural charge from an NBO analysis.
Cartesian coordinates (Å):
C  -0.750  -2.776  0.434  -0.3145
C  0.373  -2.795  -0.359  -0.0718
N  0.716  -1.525  -0.642  -0.4981
C  -0.258  -0.624  -0.185  0.0680
C  -1.181  -1.416  0.468  -0.2801
C  0.548  3.125  0.204  -0.6674
C  0.251  1.691  0.399  -0.1358
C  -0.199  0.799  -0.486  -0.2389
H  -1.439  -3.541  0.752  0.2203
H  0.773  -3.730  -0.712  0.2163
H  1.551  -1.302  -1.151  0.4099
H  -2.066  -1.027  0.937  0.2161
H  1.278  3.619  0.848  0.2273
H  -0.331  3.763  0.381  0.2261
H  0.891  3.369  -0.805  0.2194
H  0.389  1.225  1.377  0.2024
H  -0.547  1.144  -1.461  0.2007

---

Entry two
Entry from OMol25: a structure of composition C7H9N (the ωB97M-V functional and the def2-TZVPD basis).

Calculated values
HOMO level   -6.96 eV
LUMO energy   -0.30 eV
Kohn-Sham gap   0.245 hartree
Total charge   0

Each line ends with the natural charge from an NBO analysis.
Cartesian coordinates (Å):
C  -2.814  0.383  0.149  -0.5683
C  -2.073  -0.762  -0.145  0.0492
N  -0.779  -0.979  0.619  -0.6378
C  -0.356  0.212  0.004  0.2894
C  -1.502  0.731  -0.564  -0.2304
C  3.443  0.201  -0.243  -0.6643
C  2.042  -0.135  0.161  -0.0580
C  1.007  0.568  -0.240  -0.2940
H  -2.895  0.779  1.163  0.1870
H  -2.132  -1.375  -1.037  0.2142
H  -0.980  -0.846  1.607  0.3796
H  -1.466  1.222  -1.530  0.2191
H  3.578  0.104  -1.319  0.2339
H  3.682  1.239  -0.023  0.2265
H  4.184  -0.422  0.248  0.2240
H  1.842  -1.116  0.577  0.2153
H  1.218  1.474  -0.803  0.2145

---

Entry three
Entry from OMol25: the molecule C7H9N (the ωB97M-V functional and the def2-TZVPD basis).

Calculated values
HOMO level   -8.24 eV
LUMO energy   0.98 eV
Kohn-Sham gap   0.339 hartree
Total charge   0

Each line ends with the natural charge from an NBO analysis.
Cartesian coordinates (Å):
C  1.866  1.125  -0.597  -0.6597
C  1.088  -0.053  -0.197  -0.0830
C  1.488  -1.369  0.165  -0.0421
N  0.359  -2.136  0.520  -0.5255
C  -0.789  -1.307  0.493  -0.0553
C  -0.331  -0.105  0.227  -0.1191
C  -1.238  1.108  0.072  -0.2000
C  -2.529  1.182  0.420  -0.3891
H  2.634  1.171  -1.313  0.2327
H  1.202  1.793  -1.235  0.2208
H  2.396  1.626  0.213  0.2260
H  2.359  -1.795  -0.053  0.1892
H  0.430  -3.178  0.483  0.4113
H  -1.612  -1.854  0.647  0.2090
H  -0.951  1.626  -0.850  0.1951
H  -2.961  0.421  1.124  0.1810
H  -3.411  1.745  -0.119  0.2086

---

entry one ends up most stable, edging out the next structure by 38.5 kcal/mol.

---

Entry one
Entry from OMol25: a cluster of 2 separate species, C7H9N in total (the ωB97M-V functional and the def2-TZVPD basis).

Calculated values
HOMO level   -9.49 eV
LUMO energy   0.78 eV
Kohn-Sham gap   0.377 hartree
Total charge   0

Each line ends with the natural charge from an NBO analysis.
Cartesian coordinates (Å):
C  2.983  0.018  -0.712  0.0477
C  2.267  1.214  -0.209  -0.2469
C  1.099  0.875  0.571  -0.2078
C  0.679  -0.360  0.887  -0.2650
C  1.372  -1.387  0.319  0.0237
C  -3.747  0.127  -0.466  -0.4000
C  -2.486  -0.321  -0.286  -0.4013
H  3.949  0.057  -1.196  0.1980
H  2.522  2.317  -0.391  0.2325
H  0.674  1.654  1.215  0.2119
H  -0.352  -0.336  1.548  0.2364
H  0.954  -2.358  0.334  0.1949
H  -3.952  1.208  -0.647  0.2034
H  -4.600  -0.581  -0.292  0.2034
H  -1.495  0.351  -0.261  0.2030
H  -2.301  -1.316  0.129  0.1901
N  2.434  -1.162  -0.543  -0.4241

---

Entry two
Entry from OMol25: the molecule C7H9N (the ωB97M-V functional and the def2-TZVPD basis).

Calculated values
HOMO level (spin up / spin down)   -8.40 / -7.94 eV
LUMO energy (spin up / spin down)   -0.60 / -0.86 eV
Kohn-Sham gap (spin up / spin down)   0.286 / 0.260 hartree
Total charge   0

Each line ends with the natural charge from an NBO analysis.
Cartesian coordinates (Å):
C  1.277  2.753  -0.212  0.1837
C  -0.767  0.258  0.300  -0.0754
C  -1.341  -0.599  -0.593  -0.4230
C  -1.072  1.734  0.233  -0.4552
C  0.160  2.073  -0.654  -0.2012
C  0.539  0.147  0.889  -0.0344
C  1.285  -1.136  0.866  -0.6997
N  2.342  3.093  0.168  -0.3058
H  -0.725  -1.398  -0.999  0.2014
H  -2.224  -0.270  -1.088  0.1992
H  -2.106  1.996  -0.107  0.2331
H  -0.909  2.418  1.179  0.2228
H  -0.006  1.740  -1.686  0.2363
H  0.901  0.847  1.575  0.2035
H  1.361  -1.626  1.883  0.2411
H  2.380  -1.025  0.697  0.2477
H  0.746  -2.001  0.312  0.2258

---

entry one ends up most stable, edging out the next structure by 44.0 kcal/mol.

---

Entry one
Entry from OMol25: the molecule C7H9N (the ωB97M-V functional and the def2-TZVPD basis).

Calculated values
HOMO level   -7.87 eV
LUMO energy   0.92 eV
Kohn-Sham gap   0.323 hartree
Total charge   0

Each line ends with the natural charge from an NBO analysis.
Cartesian coordinates (Å):
C  1.489  0.945  -0.479  -0.5287
C  0.323  1.608  -0.362  -0.1522
C  -0.920  1.045  0.040  -0.2151
C  -1.017  0.008  1.037  -0.1134
C  -0.342  -1.346  0.733  -0.0891
C  0.315  -1.290  -0.546  -0.2548
C  1.122  -0.435  -1.100  -0.1083
H  2.193  1.431  -1.044  0.2246
H  1.813  0.919  0.638  0.2384
H  0.299  2.589  -0.935  0.1957
H  -1.833  1.448  -0.490  0.2201
H  -1.293  0.487  2.102  0.1895
H  -2.619  -1.171  1.265  0.3978
H  0.145  -2.131  1.569  0.2261
H  0.411  -2.331  -0.979  0.2074
H  1.688  -0.738  -2.137  0.2169
N  -1.776  -1.038  0.686  -0.6549

---

Entry two
Entry from OMol25: the molecule C7H9N (the ωB97M-V functional and the def2-TZVPD basis).

Calculated values
HOMO level   -9.23 eV
LUMO energy   0.87 eV
Kohn-Sham gap   0.371 hartree
Total charge   0

Each line ends with the natural charge from an NBO analysis.
Cartesian coordinates (Å):
C  2.095  0.899  -0.659  -0.6831
C  -0.573  -1.452  -0.875  -0.6760
C  1.465  0.227  0.515  0.3226
C  -0.783  -0.297  0.017  0.0590
C  -0.183  0.580  0.729  -0.2588
N  2.121  -0.441  1.343  -0.6355
C  -2.486  0.113  0.257  -0.0778
C  -3.529  0.670  0.530  -0.2968
H  1.583  -0.852  2.104  0.3462
H  -0.420  1.348  1.441  0.2555
H  3.172  0.740  -0.644  0.2348
H  1.671  0.521  -1.588  0.2242
H  1.897  1.971  -0.618  0.2281
H  -1.457  -2.088  -0.823  0.2500
H  0.290  -2.039  -0.563  0.2388
H  -0.466  -1.131  -1.912  0.2380
H  -4.398  1.231  0.747  0.2308

---

Entry three
Entry from OMol25: the molecule C7H9N (the ωB97M-V functional and the def2-TZVPD basis).

Calculated values
HOMO level   -7.75 eV
LUMO energy   1.04 eV
Kohn-Sham gap   0.323 hartree
Total charge   0

Each line ends with the natural charge from an NBO analysis.
Cartesian coordinates (Å):
C  -0.473  -1.807  0.667  -0.2883
C  -1.043  -1.923  -0.573  -0.0659
N  -0.999  -0.634  -1.102  -0.4963
C  -0.186  0.173  -0.339  0.0696
C  0.057  -0.510  0.848  -0.0605
C  0.521  0.063  2.135  -0.6342
C  0.741  1.937  -1.900  -0.3975
C  0.368  1.455  -0.708  -0.1996
H  -0.348  -2.655  1.334  0.2174
H  -1.639  -2.614  -1.145  0.2149
H  -1.083  -0.479  -2.097  0.3995
H  0.608  1.140  2.129  0.2170
H  -0.201  -0.071  2.970  0.2175
H  1.397  -0.446  2.531  0.2183
H  0.647  1.342  -2.821  0.1798
H  1.145  2.912  -2.065  0.2030
H  0.488  2.118  0.136  0.2054

---

Entry four
Entry from OMol25: the molecule C7H9N (the ωB97M-V functional and the def2-TZVPD basis).

Calculated values
HOMO level   -7.64 eV
LUMO energy   0.99 eV
Kohn-Sham gap   0.317 hartree
Total charge   0

Each line ends with the natural charge from an NBO analysis.
Cartesian coordinates (Å):
C  -2.589  -0.703  -1.211  -0.6268
C  -1.307  -0.188  -0.654  -0.1015
C  -0.507  0.808  -1.189  -0.0648
N  0.626  0.894  -0.442  -0.4886
C  0.591  0.011  0.597  0.0717
C  -0.624  -0.655  0.491  -0.2636
C  2.822  0.480  1.470  -0.4104
C  1.653  -0.137  1.585  -0.1939
H  -2.321  -1.550  -1.859  0.2148
H  -3.357  -1.016  -0.511  0.2195
H  -3.074  -0.037  -1.929  0.2157
H  -0.638  1.402  -2.077  0.2076
H  1.371  1.544  -0.594  0.4088
H  -0.909  -1.491  1.110  0.2142
H  3.645  0.340  2.156  0.1998
H  3.145  1.152  0.685  0.1785
H  1.471  -0.853  2.374  0.2191

---

entry four ends up most stable, edging out the next structure by 8.5 kcal/mol.